Record 1
Computed, not measured: a cluster of 4 separate species, C38H79NO7S in total at a distorted geometry, with ωB97M-V/def2-TZVPD.

Results
* gap between HOMO and LUMO: 0.3633 Eh
* structure (SMILES): [H]/N=C(/C)C[C@]1(CCCCCCOC)OS(=O)(=O)O[C@@H]1CCCCCCOC(C)=O.CCCCCC.CCCCCC.CCCCCC

Last column: Löwdin charge in e.
Geometry (Å):
H: 1.20 -2.35 -1.58  0.07
N: 2.06 -2.57 -1.07  0.16
C: 1.88 -3.61 -0.35  -0.42
C: 3.03 -4.15 0.44  -0.04
C: 0.58 -4.39 -0.29  -0.05
C: -0.57 -3.87 0.55  -0.37
C: -1.59 -5.08 0.61  -0.12
C: -2.13 -5.59 -0.73  -0.17
C: -3.13 -4.68 -1.46  -0.17
C: -2.62 -4.23 -2.85  -0.20
C: -3.09 -2.82 -3.19  -0.19
C: -2.56 -2.41 -4.56  -0.24
O: -2.56 -1.02 -4.82  -0.18
C: -3.79 -0.40 -4.57  -0.12
O: -1.27 -2.71 0.00  -0.14
S: -2.24 -2.12 1.12  0.64
O: -3.56 -2.62 0.97  -0.22
O: -2.07 -0.72 1.24  -0.20
O: -1.57 -2.85 2.43  -0.13
C: -0.36 -3.47 2.01  -0.28
C: 0.81 -2.57 2.46  -0.10
C: 1.10 -1.29 1.64  -0.17
C: 1.29 -0.02 2.51  -0.17
C: 0.49 1.18 1.98  -0.19
C: 1.26 2.51 2.16  -0.17
C: 2.00 2.88 0.89  -0.19
O: 1.08 3.50 -0.02  -0.01
C: 1.71 4.23 -0.98  -0.51
C: 1.06 5.54 -1.31  0.02
O: 2.75 3.83 -1.51  0.09
H: 3.52 -4.95 -0.11  0.09
H: 3.76 -3.37 0.63  0.08
H: 2.70 -4.60 1.38  0.06
H: 0.79 -5.42 -0.01  0.13
H: 0.21 -4.42 -1.31  0.12
H: -1.01 -5.89 1.06  0.12
H: -2.41 -4.87 1.28  0.12
H: -2.65 -6.52 -0.50  0.11
H: -1.34 -5.87 -1.42  0.10
H: -3.39 -3.80 -0.90  0.07
H: -4.04 -5.25 -1.65  0.11
H: -1.53 -4.26 -2.90  0.10
H: -3.02 -4.91 -3.61  0.12
H: -2.73 -2.13 -2.43  0.12
H: -4.18 -2.83 -3.22  0.12
H: -3.19 -2.89 -5.32  0.12
H: -1.54 -2.74 -4.68  0.12
H: -4.63 -1.03 -4.87  0.09
H: -3.84 0.54 -5.11  0.07
H: -3.91 -0.16 -3.51  0.09
H: -0.16 -4.42 2.52  0.14
H: 0.54 -2.24 3.46  0.11
H: 1.73 -3.13 2.60  0.10
H: 0.36 -1.08 0.89  0.08
H: 2.04 -1.44 1.12  0.09
H: 2.33 0.26 2.47  0.10
H: 0.99 -0.22 3.54  0.11
H: 0.30 1.06 0.91  0.11
H: -0.48 1.26 2.47  0.11
H: 2.01 2.40 2.94  0.11
H: 0.58 3.32 2.39  0.11
H: 2.84 3.53 1.10  0.10
H: 2.40 1.99 0.40  0.13
H: 0.56 5.96 -0.44  0.08
H: 0.33 5.38 -2.09  0.09
H: 1.83 6.20 -1.69  0.08
C: 4.46 5.93 1.05  -0.10
C: 3.69 6.07 2.36  -0.27
C: 3.40 7.51 2.74  -0.23
C: 4.64 8.38 3.00  -0.23
C: 5.58 7.85 4.08  -0.27
C: 4.94 7.76 5.46  -0.11
H: 5.44 6.41 1.11  0.07
H: 4.62 4.89 0.80  0.06
H: 3.91 6.40 0.23  0.07
H: 4.24 5.56 3.16  0.10
H: 2.74 5.54 2.25  0.09
H: 2.76 7.52 3.63  0.10
H: 2.80 7.98 1.95  0.11
H: 4.31 9.38 3.27  0.11
H: 5.19 8.49 2.06  0.10
H: 6.45 8.51 4.13  0.10
H: 5.97 6.87 3.79  0.10
H: 4.58 8.75 5.78  0.07
H: 5.66 7.41 6.20  0.07
H: 4.09 7.08 5.47  0.06
C: -3.01 5.71 -8.99  -0.11
C: -3.50 4.86 -7.83  -0.27
C: -2.87 3.47 -7.78  -0.23
C: -3.15 2.59 -8.99  -0.23
C: -4.63 2.34 -9.28  -0.27
C: -5.35 1.62 -8.15  -0.11
H: -3.25 5.26 -9.96  0.06
H: -3.47 6.70 -8.97  0.07
H: -1.93 5.85 -8.95  0.07
H: -4.59 4.77 -7.88  0.10
H: -3.28 5.38 -6.89  0.10
H: -3.20 2.96 -6.87  0.09
H: -1.78 3.58 -7.68  0.11
H: -2.65 1.62 -8.84  0.11
H: -2.68 3.03 -9.88  0.10
H: -4.71 1.75 -10.19  0.10
H: -5.14 3.29 -9.49  0.10
H: -4.89 0.65 -7.95  0.07
H: -6.40 1.44 -8.41  0.07
H: -5.34 2.20 -7.23  0.06
C: 0.16 -5.18 8.87  -0.11
C: 1.18 -4.95 7.77  -0.27
C: 0.56 -4.58 6.42  -0.23
C: -0.35 -5.64 5.82  -0.23
C: 0.29 -7.00 5.58  -0.26
C: 1.46 -6.96 4.60  -0.11
H: -0.51 -6.00 8.64  0.07
H: 0.65 -5.41 9.82  0.07
H: -0.45 -4.28 9.02  0.08
H: 1.81 -5.84 7.66  0.10
H: 1.86 -4.15 8.07  0.10
H: 1.36 -4.35 5.72  0.10
H: -0.01 -3.65 6.55  0.11
H: -0.73 -5.26 4.86  0.10
H: -1.23 -5.77 6.45  0.10
H: -0.47 -7.68 5.19  0.10
H: 0.63 -7.43 6.53  0.10
H: 1.13 -6.57 3.63  0.06
H: 1.87 -7.95 4.43  0.07
H: 2.27 -6.32 4.96  0.07

=====

Record 2
Computed, not measured: an isolated molecule of C4H7NOS at a distorted geometry, with ωB97M-V/def2-TZVPD.

Results
* gap between HOMO and LUMO: 0.3457 Eh
* structure (SMILES): C[C@H]1NC(=S)[C@H]1O
* ΔE to the lowest compared entry with this formula, charge and spin: 26.2 kcal/mol

Last column: Löwdin charge in e.
Geometry (Å):
C: 1.16 0.93 -0.76  -0.05
C: 0.26 0.71 0.46  -0.27
N: -1.18 0.81 0.24  0.06
C: -1.43 -0.54 0.26  -0.86
S: -2.69 -1.45 -0.08  0.69
C: 0.01 -0.85 0.70  -0.32
O: 0.68 -1.75 -0.13  -0.04
H: 1.17 1.97 -1.14  0.08
H: 2.20 0.68 -0.51  0.09
H: 0.95 0.22 -1.57  0.08
H: 0.54 1.24 1.40  0.14
H: -1.75 1.56 -0.09  0.14
H: 0.05 -1.16 1.75  0.15
H: 0.04 -2.39 -0.54  0.12

=====

Record 3
Computed, not measured: the ion C5H10NO2 with charge -1 at a distorted geometry, with ωB97M-V/def2-TZVPD.

Results
* gap between HOMO and LUMO: 0.1711 Eh
* charge: -1
* ΔE to the lowest compared entry with this formula, charge and spin: 187.9 kcal/mol

Last column: Löwdin charge in e.
Geometry (Å):
O: -1.25 -1.18 1.53  -0.22
C: -1.42 -0.59 0.36  -0.59
N: -0.42 0.50 -1.51  0.20
C: -0.12 -0.22 -0.41  -0.37
C: 1.09 -0.19 0.48  -0.13
C: 2.48 -0.33 -0.19  -0.58
O: 3.45 0.09 0.61  -0.32
C: -2.21 0.76 0.53  -0.05
H: -2.14 -1.16 -0.27  0.12
H: 0.42 0.96 -1.89  0.09
H: 0.18 -0.80 -1.41  0.26
H: 1.09 0.81 0.95  0.14
H: 0.99 -0.90 1.30  0.11
H: 2.60 -1.40 -0.53  0.09
H: 2.40 0.27 -1.15  0.07
H: -1.82 1.46 -0.24  0.05
H: -2.04 1.31 1.45  0.07
H: -3.28 0.61 0.38  0.06

=====

Record 4
Computed, not measured: the ion C4H11N5O with charge +2 at a distorted geometry, with ωB97M-V/def2-TZVPD.

Results
* gap between HOMO and LUMO: 0.3335 Eh
* charge: +2
* ΔE to the lowest compared entry with this formula, charge and spin: 82.3 kcal/mol

Last column: Löwdin charge in e.
Geometry (Å):
C: 1.37 1.81 -0.32  -0.03
C: -0.58 0.31 -0.09  -0.08
C: -2.13 0.27 0.01  -0.21
C: 1.47 -0.50 -0.04  -0.37
N: 2.13 0.77 -0.31  0.18
N: 0.05 1.66 -0.28  0.14
N: -1.20 0.06 1.21  0.15
N: -2.71 -0.84 -0.56  0.11
N: 1.78 -1.53 -0.88  0.17
O: 1.28 -0.86 1.27  0.05
H: 1.61 2.84 -0.20  0.18
H: -2.70 1.21 0.11  0.18
H: 3.20 0.75 -0.33  0.24
H: -0.45 2.49 -0.39  0.14
H: -1.42 0.69 2.00  0.20
H: -1.25 -0.87 1.49  0.14
H: -2.11 -1.54 -0.95  0.10
H: -3.71 -1.05 -0.59  0.14
H: 1.36 -2.55 -0.86  0.21
H: 2.26 -1.39 -1.80  0.16
H: 1.75 -1.73 1.54  0.20

=====

Record 5
Computed, not measured: a structure of composition C8H17CeClINO4P at a distorted geometry, with ωB97M-V/def2-TZVPD.

Results
* gap between HOMO and LUMO (alpha / beta): 0.2318 / 0.2328 Eh
* charge: +2
* ΔE to the lowest compared entry with this formula, charge and spin: 3.8 kcal/mol
* 2S+1: 2

Last column: Löwdin charge in e.
Geometry (Å):
C: 3.79 -2.16 4.10  0.04
C: 4.15 -1.19 3.08  0.06
H: 4.70 -2.35 4.73  0.15
H: 3.51 -3.09 3.55  0.15
H: 2.96 -1.76 4.74  0.11
O: 4.37 -0.28 2.37  0.33
I: 0.17 -0.90 3.24  0.37
Ce: -0.38 0.11 0.64  0.03
P: 0.36 -1.13 -1.95  0.72
C: 1.11 -0.58 -3.50  -0.27
C: 1.62 -2.32 -1.32  -0.25
H: -1.49 -2.67 -1.79  -0.01
H: -0.40 -3.11 -3.15  0.06
H: -1.56 -1.76 -3.32  0.06
C: -0.89 -2.28 -2.63  -0.26
H: 1.30 -2.75 -0.35  0.05
H: 1.73 -3.13 -2.06  0.06
H: 1.43 -1.46 -4.09  0.07
H: 1.98 0.05 -3.31  0.05
H: 2.59 -1.82 -1.19  0.05
H: 0.39 -0.01 -4.09  0.06
C: 0.38 1.64 -1.50  -0.05
O: 0.34 2.49 -2.29  0.14
Cl: -1.99 -1.88 0.67  0.05
N: -4.12 3.43 0.82  0.20
C: -2.65 3.76 1.13  0.02
C: -1.86 2.49 0.99  -0.59
O: -2.40 1.48 0.44  -0.12
O: -0.66 2.35 1.41  -0.14
H: -4.16 3.29 -0.21  0.18
H: -4.82 4.19 1.00  0.20
H: -4.51 2.60 1.28  0.18
H: -2.43 4.54 0.42  0.15
H: -2.57 4.19 2.12  0.15

=====

Record 6
Computed, not measured: a cluster of 2 separate species, C3H2NO4PS in total at a distorted geometry, with ωB97M-V/def2-TZVPD.

Results
* gap between HOMO and LUMO: 0.2338 Eh
* charge: -2
* ΔE to the lowest compared entry with this formula, charge and spin: 0.0 kcal/mol

Last column: Löwdin charge in e.
Geometry (Å):
C: -0.04 -0.04 -1.44  -0.32
C: 1.08 -0.72 2.01  -1.05
C: -1.98 1.07 -0.81  -0.41
N: -0.92 0.61 -0.57  0.02
O: -1.38 1.27 -3.31  -0.36
O: 0.61 -0.10 -4.10  -0.42
O: -3.03 1.61 -0.72  0.07
O: 2.25 -0.67 1.71  -0.18
P: -0.17 0.52 -3.04  0.38
S: 0.23 -0.31 3.45  0.20
H: 0.82 -0.38 -0.85  0.03
H: 0.42 -1.16 1.20  0.02